Entry i
DFT (ωB97M-V/def2-TZVPD) results for a cluster of 2 separate species, C2H3O2S2 in total.

Values from the calculation:
- Spin multiplicity: 1
- Orbital gap: 6.40 eV
- Charge: -1

Each line ends with the natural charge from an NBO analysis.
Element x y z (Å)
S: -3.673 -2.008 0.681  -0.037
S: 0.624 1.020 0.075  -0.638
O: 2.124 2.730 -1.262  -0.668
O: 0.789 3.764 0.216  -0.682
C: -2.325 -1.061 0.598  -0.403
C: 1.315 2.951 -0.463  0.902
H: -1.583 -1.187 1.335  0.189
H: 1.559 0.502 -0.600  0.097
H: -2.003 -0.413 -0.350  0.240

=====

Entry ii
DFT (ωB97M-V/def2-TZVPD) results for a cluster of 2 separate species, C2H3O2S2 in total.

Values from the calculation:
- Spin multiplicity: 1
- Orbital gap: 6.02 eV
- Charge: -1

Each line ends with the natural charge from an NBO analysis.
Element x y z (Å)
S: 3.124 -1.200 -0.346  -0.382
S: 2.518 0.380 1.014  0.379
O: -0.479 -0.928 -0.266  -0.509
O: 1.262 1.022 0.378  -1.056
C: -0.097 -0.206 -1.096  0.783
C: 0.023 0.434 -2.185  -0.831
H: 0.165 -0.165 -3.009  0.234
H: 0.630 1.359 -2.392  0.262
H: 2.107 -1.990 0.126  0.120

=====

Ordering by calculated energy gives the sequence entry i, entry ii, with the first entry being the most stable.

=====

Entry i
DFT (ωB97M-V/def2-TZVPD) results for the molecule C5H7ClOS.

Values from the calculation:
- Spin multiplicity: 1
- Orbital gap: 7.93 eV
- Structure (SMILES): C/C(Cl)=C(\C=S)CO

Each line ends with the natural charge from an NBO analysis.
Element x y z (Å)
Cl: 2.159 0.747 1.167  0.034
S: -2.284 -1.441 -1.139  0.005
O: -0.678 -2.110 1.498  -0.716
C: 0.759 0.820 0.168  0.106
C: 0.269 -1.689 0.537  -0.094
C: 0.551 2.208 -0.346  -0.668
C: 0.032 -0.314 -0.051  -0.184
C: -1.175 -0.272 -0.856  -0.244
H: -0.117 2.231 -1.207  0.227
H: -1.528 -2.255 0.992  0.479
H: -1.333 0.692 -1.328  0.189
H: 0.401 -2.429 -0.264  0.183
H: 0.168 2.873 0.430  0.245
H: 1.519 2.615 -0.614  0.241
H: 1.257 -1.678 1.013  0.195

=====

Entry ii
DFT (ωB97M-V/def2-TZVPD) results for the molecule C5H7ClOS.

Values from the calculation:
- Spin multiplicity: 1
- Orbital gap: 9.04 eV
- Structure (SMILES): OC(=S)[C@@H]1CC[C@H]1Cl

Each line ends with the natural charge from an NBO analysis.
Element x y z (Å)
Cl: 2.568 -1.455 -0.245  -0.002
S: -2.727 -1.452 0.072  0.006
O: -1.219 0.493 -1.214  -0.717
C: 1.088 -0.584 -0.436  -0.229
C: -0.193 -0.754 0.379  -0.343
C: -1.432 -0.587 -0.354  0.224
C: 0.997 0.866 -0.081  -0.415
C: 0.129 0.564 1.205  -0.404
H: 0.363 1.460 -0.761  0.253
H: -0.162 -1.641 1.105  0.254
H: 1.910 1.187 -0.021  0.202
H: -2.039 0.813 -1.813  0.519
H: -0.722 1.222 1.472  0.210
H: 0.791 -0.813 -1.495  0.209
H: 0.647 0.680 2.186  0.232

=====

Ordering by calculated energy gives the sequence entry i, entry ii, with the first entry being the most stable.

=====

Entry i
DFT (ωB97M-V/def2-TZVPD) results for a cluster of 2 separate species, C2H6NP in total.

Values from the calculation:
- Spin multiplicity: 1
- Orbital gap (spin up / spin down): 8.31 / 8.31 eV

Each line ends with the natural charge from an NBO analysis.
Element x y z (Å)
P: -1.086 -1.576 -0.075  0.991
N: -1.284 -1.609 1.477  -1.135
C: 1.288 0.438 -0.446  -0.489
C: -1.131 0.180 -0.322  -0.759
H: -1.296 -2.535 1.889  0.364
H: -1.292 0.799 0.548  0.229
H: 1.320 0.925 -1.399  0.194
H: 1.435 1.029 0.434  0.200
H: 1.634 -0.577 -0.417  0.191
H: -1.321 0.617 -1.284  0.213

=====

Entry ii
DFT (ωB97M-V/def2-TZVPD) results for the molecule C2H6NP.

Values from the calculation:
- Spin multiplicity: 1
- Orbital gap: 10.34 eV
- Structure (SMILES): PN1CC1

Each line ends with the natural charge from an NBO analysis.
Element x y z (Å)
P: 1.890 -0.022 0.149  0.560
N: 0.331 -0.099 -0.509  -0.713
C: -1.008 0.427 -0.206  -0.241
C: -0.643 -0.925 0.262  -0.253
H: -1.353 1.284 0.361  0.200
H: 1.624 1.115 0.881  -0.077
H: -1.124 -1.843 -0.111  0.190
H: -0.447 -1.165 1.257  0.185
H: 2.346 0.659 -0.982  -0.047
H: -1.616 0.569 -1.102  0.196

=====

Ordering by calculated energy gives the sequence entry ii, entry i, with the first entry being the most stable.

=====

Entry i
DFT (ωB97M-V/def2-TZVPD) results for a structure of composition C51H48IrN5P2S2.

Values from the calculation:
- Spin multiplicity: 2
- <S²>: 0.756
- Orbital gap (spin up / spin down): 7.33 / 6.75 eV
- Charge: +1

Each line ends with the Mulliken spin population.
Element x y z (Å)
Ir: 0.045 -0.368 1.332  -0.010
S: 2.148 0.111 0.534  0.092
S: 0.651 0.532 3.340  0.000
P: -2.306 -0.649 2.014  -0.006
P: 1.648 1.867 -2.730  0.016
N: -2.649 1.000 2.077  0.000
N: 0.176 -2.030 -0.368  0.006
N: 0.515 -2.270 2.393  0.005
N: -0.660 1.586 1.029  0.003
N: 0.769 0.995 -1.716  0.798
C: 0.009 -3.371 0.245  0.000
C: 6.120 2.130 -1.726  0.000
C: 0.855 -0.489 -5.946  0.006
C: -0.209 -3.190 4.596  -0.001
C: 3.707 -1.193 -1.262  -0.005
C: 1.376 5.982 -3.048  0.001
C: -0.919 -1.679 -1.318  -0.021
C: -2.992 -0.282 4.712  0.000
C: -0.410 -3.017 5.956  0.000
C: 1.453 -1.988 -1.092  -0.001
C: -0.232 -1.763 6.528  0.000
C: 3.418 1.989 -2.381  0.044
C: 1.800 1.550 -6.806  0.004
C: -1.377 4.277 1.122  0.000
C: -3.507 -2.446 3.805  0.000
C: 0.173 2.561 0.585  0.024
C: -3.607 -0.644 5.905  0.000
C: -2.225 3.311 1.599  -0.001
C: 3.936 -2.064 -2.311  0.004
C: 1.967 -2.598 2.339  0.008
C: 5.171 2.690 -0.877  0.003
C: -4.172 -1.899 6.046  0.000
C: -0.834 5.040 -3.126  0.006
C: 1.915 4.708 -2.905  -0.006
C: 1.082 3.594 -2.866  -0.037
C: 0.005 6.148 -3.160  -0.001
C: 0.155 -2.106 3.810  -0.001
C: -2.960 -1.171 3.644  -0.001
C: 1.514 1.264 -4.434  0.013
C: -4.813 -0.533 0.759  -0.001
C: -5.786 -2.286 -0.571  0.000
C: 1.257 0.287 -7.021  0.001
C: -4.106 -2.808 4.998  0.000
C: 0.278 -0.840 4.366  -0.002
C: -5.863 -1.024 -0.003  0.000
C: 0.983 -0.001 -4.652  0.053
C: 0.099 -0.678 5.737  0.001
C: 4.372 1.424 -3.220  -0.005
C: -0.142 3.896 0.613  0.004
C: -0.276 -3.321 1.737  0.000
C: 3.828 2.617 -1.203  -0.021
C: 5.720 1.499 -2.893  0.001
C: 1.680 -2.857 -2.151  0.002
C: -0.298 3.774 -2.977  0.021
C: 1.923 2.040 -5.518  0.010
C: 2.916 -2.888 -2.775  -0.002
C: -1.830 1.972 1.555  -0.001
C: -3.620 -2.581 0.417  0.000
C: -3.669 -1.300 0.967  0.002
C: 2.449 -1.128 -0.661  -0.011
C: -4.665 -3.071 -0.351  0.000
H: -3.641 0.063 6.722  0.000
H: -3.189 3.562 2.021  0.000
H: -0.695 -3.862 6.566  0.000
H: -4.600 -4.062 -0.779  0.000
H: 6.457 1.061 -3.554  0.000
H: -0.326 -4.176 4.169  0.000
H: -0.947 -2.380 -2.158  0.000
H: 1.152 -0.089 -8.029  0.000
H: -1.668 5.318 1.151  0.000
H: -3.500 -3.156 2.988  0.000
H: 2.343 3.026 -5.355  0.000
H: -6.744 -0.416 -0.150  0.000
H: 2.031 6.842 -3.080  0.000
H: -1.876 -1.702 -0.813  0.000
H: -6.601 -2.659 -1.177  0.000
H: 0.891 -3.518 -2.489  0.000
H: -0.777 -3.935 -0.266  -0.001
H: 1.102 2.208 0.185  -0.023
H: 3.092 3.045 -0.534  -0.007
H: -1.325 -3.120 1.952  0.001
H: 2.323 -2.602 1.315  -0.004
H: -2.528 0.693 4.626  0.000
H: 2.121 2.151 -7.646  0.000
H: -3.484 1.326 2.541  0.000
H: 0.936 -3.923 0.094  0.000
H: -4.660 -2.173 6.971  0.000
H: 4.068 0.917 -4.126  0.001
H: -4.905 0.456 1.183  0.000
H: 2.134 -3.576 2.800  0.001
H: 3.089 -3.566 -3.599  0.000
H: 0.204 0.309 6.168  0.000
H: 0.438 -1.473 -6.114  0.000
H: 0.569 4.620 0.240  -0.001
H: -0.950 2.908 -2.937  0.009
H: -4.537 -3.795 5.104  0.000
H: 2.988 4.590 -2.821  0.001
H: 0.692 -0.600 -3.798  -0.002
H: -2.769 -3.223 0.599  -0.001
H: -1.904 5.167 -3.220  0.000
H: -0.373 -1.628 7.592  0.000
H: 5.480 3.183 0.034  0.000
H: -0.044 -4.308 2.149  0.000
H: 7.170 2.184 -1.472  0.000
H: 4.912 -2.092 -2.777  0.000
H: -0.723 -0.671 -1.678  0.033
H: 4.496 -0.543 -0.905  -0.001
H: -0.411 7.140 -3.277  0.000
H: 2.510 -1.834 2.891  -0.002

=====

Entry ii
DFT (ωB97M-V/def2-TZVPD) results for a structure of composition C51H48IrN5P2S2.

Values from the calculation:
- Spin multiplicity: 2
- <S²>: 0.757
- Orbital gap (spin up / spin down): 7.80 / 5.43 eV
- Charge: +1

Each line ends with the Mulliken spin population.
Element x y z (Å)
Ir: -0.595 -0.990 -0.010  0.370
S: -1.294 -1.210 2.092  0.289
S: -0.556 -3.384 -0.121  0.032
P: 1.609 -1.246 0.582  0.025
P: -0.657 2.481 -0.151  -0.003
N: 1.156 0.399 2.896  -0.005
N: -2.798 -1.096 -0.484  0.005
N: 2.465 0.163 1.007  0.001
N: -0.696 0.955 -0.377  0.169
N: -0.386 -1.218 -2.265  0.013
C: -2.827 -2.025 1.774  -0.017
C: 1.807 1.787 4.728  0.000
C: 0.162 -4.926 -2.234  -0.001
C: 3.385 -0.884 -1.579  0.002
C: -2.802 -1.675 -1.852  0.006
C: 1.792 -4.116 3.585  0.002
C: 0.012 4.065 2.088  -0.005
C: -0.808 3.075 1.557  -0.007
C: -3.563 0.178 -0.480  0.009
C: 3.466 -2.391 2.225  0.000
C: 3.980 -3.214 3.211  0.000
C: -0.039 -2.578 -2.699  -0.002
C: 0.953 0.889 4.120  0.003
C: -1.267 4.050 4.127  0.000
C: 2.914 2.222 4.007  0.000
C: -3.437 -2.761 2.784  0.039
C: 1.895 2.671 -1.205  -0.010
C: -3.421 -1.957 0.518  0.034
C: 0.754 3.383 -0.866  0.015
C: 2.990 3.313 -1.770  0.000
C: 4.204 -1.334 -2.605  0.000
C: -2.044 3.308 -1.009  0.006
C: 0.471 -0.209 -2.939  0.009
C: -0.117 -3.629 -1.795  0.001
C: -1.844 2.559 2.336  0.058
C: 2.104 -2.411 1.908  -0.017
C: -0.222 4.553 3.368  0.002
C: -3.920 4.822 -1.130  -0.001
C: 3.140 -4.079 3.899  0.000
C: 2.833 -3.156 -1.023  0.000
C: -3.213 3.642 -3.098  0.000
C: -4.629 -3.423 2.538  -0.020
C: 2.228 0.797 2.234  -0.001
C: 0.520 -5.165 -3.546  0.000
C: -4.079 4.534 -2.476  0.000
C: 3.637 -3.603 -2.058  0.000
C: 1.799 5.400 -1.674  0.000
C: -1.793 -0.920 -2.686  0.010
C: 0.708 4.755 -1.115  0.000
C: -2.904 4.216 -0.399  0.002
C: -2.074 3.042 3.614  0.001
C: -4.616 -2.612 0.274  -0.013
C: 1.277 -3.293 2.592  0.018
C: 2.943 4.679 -2.001  0.000
C: 4.323 -2.693 -2.852  0.000
C: 3.136 1.732 2.736  0.000
C: 0.606 -4.109 -4.446  0.000
C: 2.684 -1.790 -0.784  -0.005
C: -2.203 3.039 -2.369  -0.001
C: -5.216 -3.353 1.283  0.034
C: 0.321 -2.824 -4.022  -0.005
H: -1.926 0.153 -2.556  0.000
H: -2.962 -2.827 3.755  0.000
H: -4.869 5.008 -3.043  0.000
H: 3.431 0.210 0.721  0.000
H: -1.515 2.364 -2.868  0.001
H: 3.878 2.750 -2.033  0.000
H: 0.106 -5.741 -1.523  -0.002
H: 0.151 -0.067 -3.973  0.001
H: 4.745 -0.621 -3.213  0.000
H: -4.585 5.523 -0.643  0.000
H: -5.094 -4.003 3.323  0.000
H: 1.130 -4.794 4.108  0.000
H: -2.553 -2.731 -1.777  0.000
H: 0.228 -3.353 2.359  -0.015
H: 3.735 -4.665 -2.240  0.000
H: -1.908 -1.160 -3.747  0.000
H: 3.791 5.186 -2.443  0.000
H: 1.911 1.609 -1.009  0.002
H: 0.064 0.532 4.628  0.000
H: -2.476 1.778 1.934  -0.028
H: -1.451 4.438 5.121  0.000
H: -2.885 2.638 4.206  -0.001
H: -4.545 0.011 -0.929  -0.001
H: -3.021 0.947 -1.017  -0.010
H: 3.538 -4.725 4.671  0.000
H: 5.038 -3.183 3.439  0.000
H: -5.084 -2.551 -0.700  0.001
H: 4.147 -1.741 1.691  0.000
H: 0.382 -2.011 -4.733  0.000
H: 1.757 6.464 -1.864  0.000
H: 2.314 -3.869 -0.395  0.000
H: -6.143 -3.874 1.085  0.001
H: 4.957 -3.044 -3.655  0.000
H: 0.888 -4.286 -5.475  0.000
H: -3.789 -1.590 -2.314  -0.001
H: -3.321 3.426 -4.153  0.000
H: -2.793 4.456 0.650  0.000
H: 1.611 2.141 5.729  0.000
H: -3.701 0.494 0.550  0.001
H: 0.739 -6.174 -3.869  0.000
H: 0.416 5.330 3.769  0.000
H: 3.994 2.040 2.153  0.000
H: 3.291 0.182 -1.413  -0.001
H: 0.372 0.728 -2.398  0.004
H: 3.605 2.934 4.439  0.000
H: -0.186 5.321 -0.879  0.000
H: 0.833 4.464 1.509  0.001
H: 1.500 -0.547 -2.934  0.002

=====

Ordering by calculated energy gives the sequence entry ii, entry i, with the first entry being the most stable.